1.
The following is a DFT calculation (ωB97M-V/def2-TZVPD) of 16 unconnected molecules or ions with the total composition C51H142N8O24.

```
225
Properties=species:S:1:pos:R:3:mulliken_charge:R:1
O -4.7383 -30.6777 0.4055 -0.9611
H -4.1853 -29.9097 0.1784 0.2610
H -4.5411 -30.8430 1.3322 -0.0687
O 2.4155 -33.8090 1.7810 -0.5105
H 1.8652 -34.1717 2.4833 0.4645
H 2.8153 -34.5646 1.3391 0.2871
O -0.6073 -24.1593 6.2047 -0.5941
H -1.5403 -24.0357 6.0221 0.2508
H -0.5698 -24.4935 7.1014 0.4307
O -1.8614 -27.2714 -4.0340 -0.6635
H -2.1275 -28.0191 -4.5810 0.3115
H -1.0682 -27.5231 -3.5380 0.3431
O 1.0325 -27.5281 -0.1041 -0.0557
H 1.1796 -27.0246 0.7019 0.1286
H 0.6104 -28.3460 0.1960 0.4158
C 1.4560 -28.7704 -3.7488 -0.6706
O 0.5470 -28.3779 -2.7622 -0.2036
H 0.8422 -28.8694 -4.6495 0.2777
H 2.2027 -27.9973 -3.9693 0.3343
H 1.9533 -29.7305 -3.5541 0.0615
H 0.9632 -27.9382 -2.0159 0.1032
C 4.1358 -29.2968 -0.1495 -0.4279
O 4.5581 -30.4410 -0.9007 -0.5128
H 3.4966 -29.5381 0.7035 0.1404
H 5.0125 -28.7290 0.1847 0.3979
H 3.5575 -28.6709 -0.8310 0.1414
H 4.6375 -31.2275 -0.3521 0.2585
C -4.4398 -29.2790 -3.8426 -0.1271
O -3.4222 -29.3374 -4.8362 -0.5538
H -4.0786 -28.5395 -3.1347 -0.1700
H -5.3925 -28.9139 -4.2527 0.3566
H -4.5854 -30.2291 -3.3192 0.2641
H -3.5222 -30.0756 -5.4435 0.2602
C -1.6686 -34.6562 0.7288 0.1531
O -2.9746 -34.9060 1.0912 -0.5309
C -3.7181 -33.6909 1.2424 0.2257
C -5.0896 -34.1286 1.8826 0.0329
N -4.8943 -34.9993 3.0617 -0.3144
C -4.3778 -34.3271 4.2523 0.9577
C -4.1225 -35.3068 5.3712 -1.2644
O -3.5273 -34.6090 6.4294 -0.1249
C -3.6696 -35.1954 7.6874 -0.9554
H -1.1937 -35.6429 0.7978 0.3517
H -1.1729 -34.0113 1.4880 -0.4067
H -1.4989 -34.2306 -0.2720 0.1415
H -3.8841 -33.2444 0.2593 0.7507
H -3.1723 -32.9458 1.8585 -0.3210
H -5.7539 -34.5991 1.1474 0.1598
H -5.5889 -33.2388 2.2727 -0.7025
H -4.3464 -35.8128 2.7973 0.4339
H -5.1432 -33.6123 4.5613 -0.0005
H -3.4500 -33.7418 4.0797 -0.4908
H -3.4891 -36.1110 4.9383 0.3560
H -5.0671 -35.7721 5.7049 0.4938
H -4.7347 -35.3164 7.9065 0.3652
H -3.2513 -34.4941 8.4047 0.2545
H -3.1562 -36.1662 7.8082 0.3026
C -0.7408 -25.6874 9.6405 -0.8350
O -0.6765 -25.9249 8.2472 -0.3073
C -0.1856 -27.2495 7.9502 -0.8691
C -0.2031 -27.5268 6.4995 0.0644
N 0.7734 -26.6972 5.7032 -0.2107
C 0.7873 -26.9125 4.2478 0.4877
C 1.9442 -26.1056 3.6861 -1.0022
O 2.0433 -26.3864 2.2913 -0.0827
C 3.1174 -25.7193 1.6499 -0.9042
H -1.6105 -26.1962 10.0996 0.2446
H -0.9369 -24.6021 9.6574 0.2751
H 0.1839 -25.8850 10.2002 0.3365
H -0.7762 -27.9986 8.5022 0.4352
H 0.8633 -27.2938 8.2723 0.3567
H -1.2656 -27.4729 6.1718 -0.1267
H 0.1182 -28.5745 6.4371 0.2653
H 0.6455 -25.7059 5.8914 0.4107
H -0.1159 -26.5703 3.7166 -0.3692
H 0.9291 -27.9900 4.0356 0.0706
H 2.8767 -26.3047 4.2338 0.3740
H 1.7092 -25.0245 3.7786 0.1588
H 3.0595 -24.6286 1.5601 0.2724
H 3.2363 -26.1824 0.6699 0.1551
H 4.0050 -25.9921 2.2401 0.3692
C -2.9839 -30.5044 3.4734 0.9215
O -4.3230 -30.6898 3.0458 1.7972
C -5.3160 -30.3964 3.9397 -0.3055
C -6.7106 -30.7268 3.4251 -1.1494
N -7.1404 -29.9666 2.2822 0.2927
C -8.5026 -30.1103 1.8701 -0.7839
C -8.9964 -31.5057 1.3183 -0.6944
O -9.0405 -32.4721 2.3295 -0.3295
C -9.0521 -33.7434 1.7835 -0.6518
H -2.3740 -30.6175 2.5747 -0.8496
H -2.6537 -31.2244 4.2337 -0.3977
H -2.8545 -29.4699 3.8455 -0.2410
H -5.3092 -29.3129 4.1383 0.0880
H -5.1425 -30.9447 4.8982 -0.0806
H -7.3843 -30.4241 4.2452 0.5011
H -6.8426 -31.8115 3.3104 0.0788
H -6.5206 -30.1084 1.4961 0.0790
H -8.6619 -29.4462 0.9950 0.0898
H -9.1517 -29.7464 2.6749 0.5734
H -8.2869 -31.8562 0.5378 0.3017
H -9.9844 -31.3700 0.8237 0.4491
H -8.1590 -33.9290 1.1683 0.2190
H -9.9609 -34.0377 1.2286 0.3299
H -8.9697 -34.3916 2.6500 0.2630
C 6.2296 -35.0298 -4.6831 -0.7415
O 5.0379 -34.4616 -4.1767 -0.3350
C 5.1923 -33.9237 -2.8451 -0.7297
C 3.8971 -33.2499 -2.4639 0.1700
N 2.7887 -34.1254 -2.5938 -0.3441
C 1.4883 -33.4882 -2.3808 0.4589
C 0.3164 -34.3568 -2.6884 -0.8212
O -0.9346 -33.7944 -2.5321 -0.2599
C -1.1622 -32.6778 -3.3653 -0.5258
H 6.9979 -34.2511 -4.5831 0.3175
H 6.0953 -35.2140 -5.7504 0.2445
H 6.5646 -35.9573 -4.1855 0.2752
H 5.9426 -33.1082 -2.9266 0.3757
H 5.5403 -34.6488 -2.0903 0.3416
H 3.7685 -32.2672 -2.9581 0.1969
H 4.0525 -33.0498 -1.4026 -0.1841
H 2.8693 -34.6188 -3.4690 0.3587
H 1.4103 -32.5299 -2.9524 -0.0827
H 1.4262 -33.2120 -1.3172 -0.0895
H 0.3236 -35.2487 -2.0444 0.2705
H 0.4389 -34.7029 -3.7311 0.4993
H -1.1879 -32.9400 -4.4407 0.3625
H -0.4684 -31.8416 -3.2214 0.1318
H -2.1547 -32.3426 -3.0738 0.1202
C -3.4505 -29.3743 8.5942 -0.6996
O -2.4364 -30.2968 8.4663 -0.5221
C -2.4736 -30.9498 7.2077 0.5038
C -1.2659 -31.9048 7.0885 -1.0396
N -1.3095 -32.5414 5.7444 0.6670
C -0.1201 -33.3216 5.3843 -0.8461
C -0.4095 -34.0976 4.1564 0.8478
O 0.6902 -34.8400 3.6624 -0.3684
C 0.6626 -36.2300 3.7983 -0.8460
H -4.3870 -29.8619 8.9288 0.3381
H -3.6682 -28.7954 7.6789 0.2412
H -3.1366 -28.6916 9.3821 0.2724
H -2.4700 -30.1925 6.3980 -0.1313
H -3.4174 -31.5350 7.1178 0.3190
H -1.2205 -32.6788 7.8798 0.2665
H -0.3535 -31.2981 7.1657 0.4023
H -2.1144 -33.1761 5.7185 -0.5596
H 0.3196 -33.9530 6.1946 0.1755
H 0.6420 -32.5903 5.0766 0.3943
H -0.7641 -33.4041 3.3822 -0.7520
H -1.2224 -34.8240 4.3615 0.2012
H 1.6415 -36.5407 3.4373 0.2857
H -0.0871 -36.6878 3.1376 0.3045
H 0.5378 -36.5976 4.8235 0.3045
C -3.7639 -21.5344 3.8662 -0.6985
O -2.5954 -21.5601 3.0464 -0.4172
C -1.6693 -22.5030 3.5564 1.0485
C -0.3015 -22.2311 2.9330 -1.2645
N -0.2145 -22.2719 1.4599 -0.3500
C -0.2590 -23.5684 0.8654 1.2339
C -0.8548 -23.4314 -0.5048 -1.0230
O -2.1278 -22.8314 -0.5082 -0.5131
C -3.1096 -23.6367 0.0125 -0.0756
H -4.3373 -22.4812 3.7865 0.1934
H -4.3854 -20.7269 3.4709 0.2914
H -3.5193 -21.3262 4.9292 0.2938
H -1.9930 -23.5108 3.2298 -0.7770
H -1.6277 -22.4917 4.6572 0.6709
H 0.4262 -22.9406 3.3477 0.1141
H 0.0340 -21.2346 3.2206 0.4038
H -0.8839 -21.6370 1.0373 0.4160
H -0.8526 -24.2856 1.4698 -0.4357
H 0.7586 -23.9943 0.7921 -0.2993
H -0.9007 -24.3907 -1.0442 0.3727
H -0.2357 -22.7413 -1.0728 0.4021
H -4.0508 -23.0894 -0.0413 0.3052
H -2.9280 -23.8863 1.0652 -0.0010
H -3.1953 -24.5734 -0.5501 0.1972
C -12.2861 -24.4364 1.7658 -0.7243
O -11.3475 -25.0299 2.6253 -0.3078
C -10.2536 -24.2337 2.9382 -0.5595
C -9.0235 -25.0488 3.0020 -0.5425
N -8.5982 -25.4934 1.7222 -0.0792
C -7.3928 -26.3210 1.7001 -0.5027
C -6.9965 -26.8562 0.3584 -0.1717
O -6.5785 -25.8212 -0.4893 -0.3568
C -6.5330 -26.1868 -1.8425 -0.6635
H -11.8702 -24.2694 0.7610 0.3095
H -12.6354 -23.4661 2.1505 0.3025
H -13.1287 -25.1145 1.6934 0.2406
H -10.3560 -23.6719 3.8809 0.3601
H -10.1671 -23.4695 2.1325 0.3525
H -9.2946 -25.9256 3.6081 0.2485
H -8.2454 -24.5008 3.5867 0.2847
H -8.5626 -24.7236 1.0637 0.2688
H -7.6046 -27.2080 2.3070 0.0239
H -6.4768 -25.8686 2.1538 0.0552
H -7.9036 -27.2978 -0.1045 0.9206
H -6.2494 -27.6573 0.4709 -0.2625
H -7.5237 -26.5803 -2.1336 0.3603
H -5.7863 -26.9726 -2.0298 0.0960
H -6.3200 -25.3250 -2.4602 0.3412
C -3.2901 -26.2587 3.5892 -0.1197
O -2.7522 -26.5446 2.3455 1.0141
C -3.7073 -26.7301 1.3119 -0.5381
C -3.0026 -27.2433 0.0846 -1.2196
N -2.6558 -28.6941 0.2485 2.4432
C -1.7502 -29.2622 -0.7886 -0.2040
C -0.9781 -30.4033 -0.2442 0.1252
O -0.1337 -29.8634 0.8234 0.6114
C 0.8642 -30.7804 1.2430 -0.4506
H -3.9517 -27.0920 3.9087 -0.0845
H -3.8782 -25.3127 3.6224 0.0212
H -2.4462 -26.1773 4.2916 -0.3792
H -4.3140 -25.8412 1.1001 0.4575
H -4.3707 -27.5648 1.6217 -0.4311
H -2.1179 -26.6414 -0.1715 0.2179
H -3.7271 -27.1391 -0.7296 0.0849
H -2.1871 -28.7492 1.1471 -0.6297
H -1.1290 -28.5072 -1.2680 -0.1537
H -2.3906 -29.7009 -1.5733 -0.1590
H -0.3567 -30.9282 -1.0103 0.0091
H -1.6949 -31.1207 0.1824 -0.4623
H 1.4445 -30.3343 2.0618 0.4042
H 1.5646 -31.0561 0.4347 -0.0285
H 0.4137 -31.7111 1.6116 -0.2859
```

Results
- HOMO (eV) = -8.18
- multiplicity = 1

***

2.
The following is a DFT calculation (ωB97M-V/def2-TZVPD) of a molecular structure, C10H15N3OPW.

```
31
Properties=species:S:1:pos:R:3:mulliken_charge:R:1
C 0.3013 0.7105 -1.8106 -0.0585
C 0.0398 -0.0754 -2.9320 -0.5773
C -0.2775 -1.4367 -3.0076 -0.1425
C -0.3447 -2.2521 -1.8713 -0.4899
C -0.1506 -1.8698 -0.5420 -0.3161
W -0.5513 0.0856 -0.1213 0.5585
P 0.1831 2.3092 0.6276 -0.2680
H 0.7827 1.6658 -2.0426 0.2498
H 0.1861 0.4214 -3.9010 0.3000
H -0.3940 -1.8834 -4.0027 0.3472
H -0.0404 -2.6884 0.1771 0.2393
H -0.5143 -3.3086 -2.0796 0.3171
H -0.8161 2.9863 1.4192 0.1156
H 0.4025 3.4282 -0.2595 0.1584
H 1.3107 2.5956 1.4812 0.1407
C 1.6713 -2.1537 4.6347 -0.8866
N 0.5722 -1.4669 3.9634 0.0756
C -0.5083 -1.0280 4.6781 0.2219
C -1.5049 -0.3276 4.0570 -1.1301
C -1.4006 -0.1331 2.6795 1.0816
N -0.3461 -0.5577 1.9512 -0.3324
C 0.7140 -1.2623 2.5827 0.1503
O 1.6965 -1.6490 1.9624 -0.5549
N -2.2384 0.6304 1.9017 -0.3403
H 1.4546 -2.2403 5.7046 0.3030
H 2.6076 -1.5876 4.5250 0.3220
H 1.7855 -3.1658 4.2226 0.3144
H -0.4857 -1.2174 5.7538 0.3625
H -2.3783 -0.0222 4.6297 0.3480
H -3.1094 0.9492 2.3200 0.2826
H -2.4143 0.2449 0.9137 0.2083
```

Results
- <S²> = 2.22
- ΔE to the lowest compared entry with this formula, charge and spin (kcal per mole) = 34.9
- net charge = +1
- HOMO (spin up / spin down) (eV) = -10.43 / -10.79
- multiplicity = 3

***

3.
The following is a DFT calculation (ωB97M-V/def2-TZVPD) of 5 unconnected molecules or ions with the total composition C13H39N4O4S.

```
61
Properties=species:S:1:pos:R:3:mulliken_charge:R:1
N 3.3428 -0.7608 4.5162 -0.4449
N 2.3235 0.0343 3.9680 0.0161
C 1.1054 -0.6754 3.8728 -0.1273
N 0.7264 -1.6800 4.6861 -0.1935
N 0.1711 -0.2670 2.8432 -0.1281
S -0.7788 1.0076 3.6158 0.0185
H 3.9578 -0.9769 3.7222 0.2793
H 3.9440 -0.1953 5.1234 0.2897
H 2.2265 0.9326 4.4449 0.3268
H 0.6994 -2.6254 4.2779 0.2109
H 0.4057 -1.5695 5.6412 0.2160
H -0.4517 -1.0776 2.7309 0.3418
H -0.6702 0.7468 4.9795 0.2131
C -0.6751 0.7916 -1.8567 -1.1744
C -1.1855 2.0325 -1.1426 0.4203
C -0.0551 3.0074 -0.8520 -1.1220
O -1.8147 1.6527 0.0829 -0.5128
H 0.0550 0.2587 -1.2387 0.2859
H -1.4938 0.0956 -2.0499 0.2207
H -0.2043 1.0490 -2.8072 0.3763
H -1.9446 2.5228 -1.7555 0.3063
H 0.6961 2.5502 -0.1996 0.4117
H -0.4337 3.8895 -0.3294 0.3359
H 0.4339 3.3302 -1.7734 0.2017
H -1.1531 1.2183 0.6308 0.2301
C 3.9845 -5.7957 3.3102 -1.2090
C 2.5172 -5.4199 3.1882 0.3340
C 2.2203 -4.7748 1.8434 -1.1599
O 2.1668 -4.5144 4.2416 -0.5369
H 4.6210 -4.9083 3.2345 0.3020
H 4.1847 -6.2480 4.2832 0.3232
H 4.2772 -6.5008 2.5308 0.3872
H 1.8988 -6.3106 3.3120 0.3031
H 2.7984 -3.8525 1.7184 0.2544
H 1.1642 -4.5010 1.7734 0.2851
H 2.4600 -5.4486 1.0198 0.4058
H 2.7107 -3.7236 4.1422 0.3070
C 1.4151 6.0997 -2.8370 -1.1029
C 0.2318 6.5923 -3.6550 0.3480
C -0.4577 7.7675 -2.9799 -1.2066
O -0.7027 5.5276 -3.8301 -0.5381
H 1.0889 5.7544 -1.8510 0.1825
H 1.8937 5.2499 -3.3289 0.2939
H 2.1583 6.8881 -2.7009 0.4079
H 0.5714 6.8886 -4.6495 0.3193
H -0.8466 7.4783 -1.9985 0.2972
H -1.3104 8.1034 -3.5730 0.3169
H 0.2286 8.6066 -2.8487 0.3713
H -1.0098 5.2586 -2.9578 0.3175
C -4.3098 -3.0761 -1.9790 -1.2684
C -3.6219 -2.3484 -3.1238 0.5576
C -4.3570 -2.5621 -4.4375 -1.3506
O -2.2788 -2.8175 -3.2476 -0.5492
H -4.3306 -4.1547 -2.1611 0.3290
H -3.7650 -2.9221 -1.0447 0.3020
H -5.3354 -2.7256 -1.8469 0.3727
H -3.5707 -1.2801 -2.9013 0.2198
H -4.3794 -3.6234 -4.7020 0.3343
H -3.8463 -2.0429 -5.2508 0.3364
H -5.3841 -2.1960 -4.3801 0.3649
H -2.3124 -3.7597 -3.4439 0.3505
```

Results
- net charge = +1
- HOMO (eV) = -11.65
- multiplicity = 1

***

4.
The following is a DFT calculation (ωB97M-V/def2-TZVPD) of a single C4H8N2OS molecule.

```
16
Properties=species:S:1:pos:R:3:mulliken_charge:R:1
C 1.4056 0.2161 2.3047 -0.0800
C 2.1499 -0.7340 2.6509 -0.4496
C -0.2294 0.2478 2.1368 -0.5323
C -1.2496 0.2033 -3.4224 -0.5113
N -0.0216 0.8229 -1.4696 -0.1996
N -0.5790 0.6959 0.9122 -0.2591
O -0.5736 1.1289 -2.6964 -0.1971
S -0.6721 -0.2216 -0.5029 0.0437
H 1.8221 1.1421 1.8510 0.2194
H 2.0896 -1.7453 3.1086 0.2630
H -0.6896 -0.7884 2.1045 0.3029
H -0.5123 1.0098 2.7975 0.3324
H -1.7626 0.7364 -4.1436 0.2786
H -1.8402 -0.3300 -2.6581 0.1858
H -0.7790 -0.5838 -3.9672 0.2844
H -0.5440 1.7374 0.6889 0.3186
```

Results
- ΔE to the lowest compared entry with this formula, charge and spin (kcal per mole) = 198.8
- HOMO (spin up / spin down) (eV) = -7.38 / -7.92
- multiplicity = 1